(i)
Formula: CH3NO4S
Source: the Open Molecules 2025 dataset
Level of theory: ωB97M-V/def2-TZVPD

XYZ file:
```
10
Properties=species:S:1:pos:R:3
C -1.568 0.036 0.128
N 1.770 1.511 -0.349
O 2.782 1.718 0.160
O 1.807 -1.408 0.738
O 0.354 -1.281 -1.241
O -0.393 -0.233 0.947
S 0.836 -0.732 -0.003
H -1.080 0.363 -0.833
H -2.211 0.811 0.482
H -2.297 -0.786 -0.027
```

Its spin multiplicity is 1. The value obtained for the LUMO energy (alpha / beta) is -0.95 / -1.24 eV.

natural (NBO) atomic charge list, values in e, 6 entries: C -0.2805; N 0.2031; O -0.1420; O -0.8880; O -0.9009; O -0.6928

=====

(ii)
Formula: CH3NO4S
Source: the Open Molecules 2025 dataset
Level of theory: ωB97M-V/def2-TZVPD

XYZ file:
```
10
Properties=species:S:1:pos:R:3
C -1.303 0.476 0.041
N 2.985 1.038 0.116
O 1.894 0.556 0.083
O 4.044 0.757 -0.331
O -1.072 -1.930 1.210
O -1.592 -1.890 -1.211
S -0.831 -1.355 -0.098
H -2.253 0.604 -0.462
H -1.352 0.701 1.098
H -0.521 1.043 -0.445
```

Its spin multiplicity is 1. The value obtained for the LUMO energy (alpha / beta) is -4.27 / -4.69 eV.

natural (NBO) atomic charge list, values in e, 6 entries: C -0.7695; N 0.4693; O -0.3201; O -0.2718; O -0.8284; O -0.8338

=====

Winner for stability: (i)

=====

(i)
Formula: C4H7ClN2O
Source: the Open Molecules 2025 dataset
Level of theory: ωB97M-V/def2-TZVPD

XYZ file:
```
15
Properties=species:S:1:pos:R:3
C -1.975 -0.798 0.120
C -0.754 0.740 0.010
C 1.516 1.560 -0.016
C 1.078 -0.876 -0.101
N -1.777 -2.011 0.114
N 0.549 0.446 -0.067
O -1.327 1.789 -0.022
Cl -3.518 0.116 0.059
H 2.077 1.537 -0.903
H 0.895 2.552 -0.178
H 2.128 1.352 0.935
H 1.935 -0.909 -0.731
H 1.504 -1.183 0.973
H 0.300 -1.704 -0.534
H -2.630 -2.611 0.342
```

Its spin multiplicity is 1. The value obtained for the LUMO energy is 0.77 eV.

natural (NBO) atomic charge list, values in e, 6 entries: C 0.2071; C 0.7275; C -0.4267; C -0.4264; N -0.6878; N -0.4679

=====

(ii)
Formula: C4H7ClN2O
Source: the Open Molecules 2025 dataset
Level of theory: ωB97M-V/def2-TZVPD

XYZ file:
```
15
Properties=species:S:1:pos:R:3
C 1.231 0.344 0.748
C 0.048 0.195 -0.158
C -0.795 -0.931 0.330
C -2.229 -0.979 0.523
H 3.509 -1.356 -0.435
H 1.918 -1.291 -0.910
H 1.001 0.898 1.667
H 0.379 -0.014 -1.212
H -0.160 -1.719 0.733
H -2.791 -1.739 1.133
H -2.814 -0.068 0.439
N 2.721 -0.697 -0.632
N 2.431 -0.024 0.563
O -1.616 -1.474 -0.678
Cl -0.807 1.786 -0.245
```

Its spin multiplicity is 1. The value obtained for the LUMO energy is 0.85 eV.

natural (NBO) atomic charge list, values in e, 6 entries: C 0.0151; C -0.2782; C 0.0166; C -0.1000; H 0.3700; H 0.3314

=====

Winner for stability: (i)

=====

(i)
Formula: CH11N2O3
Source: the Open Molecules 2025 dataset
Level of theory: ωB97M-V/def2-TZVPD

XYZ file:
```
17
Properties=species:S:1:pos:R:3
N 0.624 -1.406 0.768
C 0.563 -2.584 1.355
N -0.608 -3.101 1.698
H -0.082 -1.033 0.076
H 1.344 -0.754 1.046
H 1.402 -2.790 2.018
H -0.678 -3.996 2.158
H -1.452 -2.626 1.422
H -0.291 3.980 0.447
H 0.196 2.948 1.346
O -0.636 3.211 0.932
H -1.622 -0.253 -1.349
H -0.414 0.523 -1.746
O -0.653 -0.253 -1.227
H 0.115 2.670 -3.424
H 1.439 3.071 -2.760
O 0.753 2.393 -2.759
```

As for the total charge: +1. Its spin multiplicity is 1. The value obtained for the LUMO energy is -3.95 eV.

natural (NBO) atomic charge list, values in e, 6 entries: N -0.7154; C 0.3920; N -0.7016; H 0.4571; H 0.4276; H 0.2236

=====

(ii)
Formula: CH11N2O3
Source: the Open Molecules 2025 dataset
Level of theory: ωB97M-V/def2-TZVPD

XYZ file:
```
17
Properties=species:S:1:pos:R:3
N 0.185 1.248 -0.768
C 0.232 0.546 -1.881
N -0.177 -0.701 -2.059
H -0.127 0.881 0.174
H 0.572 2.203 -0.660
H 0.601 0.987 -2.811
H -0.348 -0.950 -2.973
H -0.152 -1.452 -1.293
H 0.918 1.908 2.412
H 2.005 2.536 1.711
O 1.551 1.760 1.675
H -0.209 -3.263 0.662
H -0.584 -1.897 0.904
O -0.409 -2.467 0.129
H -1.135 -0.105 2.670
H -2.161 0.102 1.682
O -1.245 -0.301 1.769
```

As for the total charge: +1. Its spin multiplicity is 1. The value obtained for the LUMO energy is -3.08 eV.

natural (NBO) atomic charge list, values in e, 6 entries: N -0.7188; C 0.3959; N -0.7346; H 0.4580; H 0.4431; H 0.2188

=====

Winner for stability: (ii)

=====

(i)
Formula: CH11N2O3
Source: the Open Molecules 2025 dataset
Level of theory: ωB97M-V/def2-TZVPD

XYZ file:
```
17
Properties=species:S:1:pos:R:3
N 1.309 0.154 0.198
C 0.699 -0.840 -0.474
N -0.552 -0.661 -0.751
H 0.786 0.898 0.645
H 2.274 0.226 0.484
H 1.505 -1.522 -0.682
H -1.073 -1.055 -1.526
H -0.984 0.222 -0.452
H 2.354 -3.523 0.320
H 2.212 -3.182 1.771
O 2.303 -2.766 0.906
H -1.991 1.025 1.899
H -1.644 2.138 0.920
O -1.637 1.178 1.017
H -2.586 3.085 -1.364
H -2.038 1.782 -1.085
O -1.719 2.688 -1.210
```

As for the total charge: +1. Its spin multiplicity is 1. The value obtained for the LUMO energy is -3.19 eV.

natural (NBO) atomic charge list, values in e, 6 entries: N -0.7169; C 0.4012; N -0.7173; H 0.4162; H 0.4352; H 0.2710

=====

(ii)
Formula: CH11N2O3
Source: the Open Molecules 2025 dataset
Level of theory: ωB97M-V/def2-TZVPD

XYZ file:
```
17
Properties=species:S:1:pos:R:3
N -0.783 1.563 -1.072
C 0.419 1.291 -1.515
N 1.316 0.523 -0.976
H -1.203 1.003 -0.294
H -1.452 1.993 -1.690
H 0.660 1.703 -2.497
H 2.101 0.116 -1.461
H 1.407 0.347 0.028
H -2.308 0.157 1.495
H -3.244 1.177 0.943
O -2.303 0.988 1.027
H 2.606 -0.733 2.232
H 1.674 -1.463 1.382
O 1.772 -0.571 1.764
H -0.533 -2.171 0.632
H -0.137 -3.427 0.113
O 0.007 -2.496 -0.110
```

As for the total charge: +1. Its spin multiplicity is 1. The value obtained for the LUMO energy is -3.09 eV.

natural (NBO) atomic charge list, values in e, 6 entries: N -0.7144; C 0.4090; N -0.7328; H 0.4491; H 0.4267; H 0.2114

=====

Winner for stability: (ii)